{
  "formula": "C12H24CdO16S",
  "method": "ωB97M-V/def2-TZVPD",
  "species": ["Cd", "S", "O", "O", "O", "O", "C", "O", "C", "O", "O", "C", "H", "H", "H", "H", "H", "H", "C", "O", "C", "O", "O", "C", "H", "H", "H", "H", "H", "H", "C", "O", "C", "O", "O", "C", "H", "H", "H", "H", "H", "H", "C", "O", "C", "O", "O", "C", "H", "H", "H", "H", "H", "H"],
  "coordinates": [[-0.83861, 0.02384, -0.34795], [-3.32526, -0.05708, -0.90806], [-2.43481, 1.04765, -0.42246], [-4.09397, 0.32809, -2.03212], [-2.24085, -1.03743, -1.15685], [-4.22605, -0.54258, 0.14170], [3.75006, -1.40500, -0.82677], [2.73735, -2.38183, -0.57508], [1.46237, -2.06319, -0.54959], [0.99512, -0.91550, -0.45389], [0.66685, -3.24029, -0.68176], [1.07371, -4.61385, -0.56326], [3.63515, -0.54008, -0.17346], [3.68758, -1.17338, -1.89004], [4.69857, -1.89930, -0.61677], [1.63948, -4.78095, 0.35330], [1.82338, -4.82210, -1.32664], [0.23927, -5.30915, -0.65477], [0.43497, -1.39921, 4.91060], [0.28248, -1.12333, 3.45313], [-0.96608, -1.09340, 2.73670], [-1.05792, -0.52782, 1.65409], [-1.86350, -1.69051, 3.39485], [-3.21811, -1.76739, 2.84370], [0.19635, -2.45546, 5.03513], [-0.36238, -0.78977, 5.33596], [1.42748, -1.12954, 5.27157], [-3.27336, -2.33615, 1.91549], [-3.66471, -0.79992, 2.61426], [-3.84185, -2.15712, 3.64817], [2.45417, 1.54035, -3.05230], [1.29581, 1.61149, -3.80321], [0.14290, 1.15753, -3.35679], [-0.12039, 0.55233, -2.30813], [-0.76990, 1.54254, -4.32472], [-2.12759, 1.29968, -4.15310], [2.72733, 2.59274, -2.97508], [3.22890, 1.07108, -3.65867], [2.22097, 1.13712, -2.06685], [-2.32604, 0.27037, -3.85438], [-2.77892, 1.52847, -4.99661], [-2.38458, 1.96619, -3.32982], [2.05163, 1.72616, 2.20875], [1.28123, 2.91922, 1.90493], [0.40386, 2.78089, 0.90429], [0.14392, 1.75542, 0.29161], [-0.17596, 4.03728, 0.72096], [-1.17299, 4.20857, -0.19075], [1.48119, 0.98208, 2.76465], [2.77688, 1.98629, 2.97975], [2.60699, 1.15933, 1.46150], [-1.71614, 5.13396, 0.00095], [-1.95318, 3.44804, -0.15934], [-0.63280, 4.24460, -1.13679]],
  "spin_multiplicity": 2,
  "total_charge": -1,
  "s_squared": 0.750,
  "homo_lumo_gap_ev": [2.27, 7.75],
  "total_energy_ha": -2241.2758,
  "molar_mass_g_mol": 568.787,
  "homo_energy_ha": [0.0092, -0.1943]
}